Record 1
The following is a DFT calculation (ωB97M-V with the def2-TZVPD basis set) of a single CH3NOS molecule.

Positions of all 7 atoms, in Å:
H 1.0211 1.6158 0.1703
S -1.3625 -0.9883 -0.4132
H 0.8857 0.4972 -1.2760
N -0.3681 0.0540 0.4403
H -2.0275 -1.3714 0.6808
C 0.7516 0.6269 -0.2014
O 1.0998 -0.4343 0.5992

Forces on atoms 1 to 2 (eV/Å):
H -0.020 -0.010 -0.106
S -0.005 -0.363 -0.520

The value obtained for the LUMO energy is 0.81 eV. As for the SMILES: SN1CO1. The calculation puts the HOMO energy at -9.6 eV.



Record 2
The following is a DFT calculation (ωB97M-V with the def2-TZVPD basis set) of C20H19N5O3 as an isolated structure.

Positions of all 47 atoms, in Å:
H -5.7445 2.7387 3.1748
O 4.1455 -1.5460 -2.5367
C -3.8197 3.0717 2.5202
C -2.7759 2.8787 1.5437
N -6.0725 0.3000 -2.8808
H 1.9311 -1.7407 -2.9570
H -1.8914 3.2834 1.4092
H -6.8365 1.6615 -1.3887
H 1.5374 -1.8826 3.0322
C -5.2883 2.0039 1.0940
O 2.8978 -1.4797 1.5376
C -4.6736 1.1093 -1.1445
N 2.5331 -1.6676 -1.0413
C 6.8342 -0.2313 0.6394
H -2.2486 -0.2704 -0.6949
H -6.3670 1.4217 0.9821
H -2.3898 2.3795 -0.5928
C -4.4123 1.8383 0.2715
H -0.4829 -1.8157 -3.5058
C -4.8675 -0.3307 -2.9450
H 2.0484 -1.3292 0.1118
C 0.1635 -1.1395 -1.6443
H 3.2116 -2.1645 3.5957
H 7.8430 0.1947 0.1774
H -4.6248 -0.6524 -4.0855
C 5.8957 -0.4411 -0.5516
H 2.6529 -0.5293 3.5853
C 2.6371 -1.6134 3.0468
O -0.0343 -0.8414 -0.4303
C 5.2517 -0.4157 2.2830
H -3.4905 3.6513 3.4321
C 4.6598 -0.9282 -0.1571
C 3.6508 -1.3380 -1.1937
C -3.9900 0.0837 -1.9366
N -5.8958 0.9009 -1.6776
C 6.5180 -0.1976 1.8939
H 5.1412 -0.6613 3.1794
C 4.2296 -0.9888 1.2850
H 1.1353 -3.1043 -1.9201
N -0.8285 -1.2859 -2.4535
H 7.2403 0.1583 2.6720
C -5.0315 2.5588 2.1669
N -2.0380 -0.9081 -2.6263
H 6.1271 -0.7775 -1.4794
C -2.7229 -0.2082 -1.8994
C 1.4082 -2.0104 -2.0145
C -3.1663 2.2651 0.1231

Forces on atoms 1 to 2 (eV/Å):
H 1.004 -0.859 -3.318
O -1.236 1.379 5.478

The value obtained for the LUMO energy is 0.12 eV. The calculation puts the HOMO energy at -8.3 eV.



Record 3
The following is a DFT calculation (ωB97M-V with the def2-TZVPD basis set) of C51H71AsGeIrN5O2 as an isolated structure.

Positions of all 132 atoms, in Å:
C 4.9910 -3.5946 -1.9088
H 2.8634 2.2002 -2.6076
C 9.1913 -0.0465 -3.7514
H 1.7671 -2.6142 1.6447
H 0.9172 5.8152 -2.4357
H -2.7323 -4.5300 1.2245
H -2.4006 -4.6201 -1.2047
C 0.2703 -1.7890 -3.1632
C -1.6608 -4.4259 1.3959
H -4.5619 3.8075 -2.4238
H 6.3817 0.8968 -6.2312
N -0.6765 -2.1868 1.5297
C 1.5059 -2.1678 -2.4076
H -3.0541 0.8839 -0.1228
H 1.7316 -2.7358 5.3457
C 3.9626 1.1653 -5.0932
H 1.1055 2.0572 -3.8741
H 3.3768 2.7815 -1.0164
H 4.6939 3.1233 -4.5773
N 1.1290 0.1271 2.0268
N -2.6807 0.4313 0.7121
C 0.4403 4.9411 -2.8811
H -1.4776 2.3259 -5.5231
H -1.1750 -5.2781 0.9244
H -3.2383 4.2186 -1.3445
C 2.6705 1.0580 -7.1228
C -0.8555 -1.4187 -5.2657
C 7.8658 -0.1125 -3.3450
O 1.1684 1.0879 -1.1507
C 3.3396 1.9041 -1.6709
H 5.4353 2.2415 -2.0177
H 1.5285 -1.7166 -1.4155
C -1.1975 -2.9676 -0.6323
C 5.0179 -3.8879 -4.2967
H -0.0437 0.7744 -4.1865
H 8.7218 1.0259 -6.9311
C 7.1631 0.6327 -5.5350
C -1.4503 -4.1652 -1.4750
C -2.0454 -1.1913 -4.5952
H -0.7756 4.5539 -1.1537
H 1.1793 4.4517 -3.5147
H 10.5189 0.3189 -5.3827
H -3.1160 -1.9831 2.0901
C -1.5596 -2.0286 5.1162
H 2.7734 -2.5343 3.1089
C 6.8858 0.2672 -4.2362
H -2.3231 3.0789 0.6190
H 1.2910 -0.7440 2.5230
N -0.5064 2.2135 1.1753
C 1.8529 -2.9347 2.6837
H 1.9888 0.3550 1.5211
H -3.9409 2.5885 -1.3208
C -2.7472 1.3805 1.8282
C 0.0495 1.8501 -4.0489
H 5.0562 -4.5315 -5.1621
H -3.7034 -0.0922 -2.4056
H -2.9375 -0.9626 -5.1575
H 3.6790 4.2275 -6.5209
C 0.2943 -1.7040 -4.5474
C -3.6531 3.4226 -1.9626
C 4.9715 -2.2204 -2.0733
H 2.3984 -1.8543 -2.9444
H 2.1299 0.4731 -7.8513
C 0.6678 -2.5246 3.5144
H -0.0884 0.8412 3.5541
C 4.1108 2.5398 -5.2796
N -1.0007 -1.7865 -1.1035
C -0.5892 -2.2644 2.9260
H 2.4139 2.9064 -8.1718
C -0.0464 4.0204 -1.7712
C -2.1221 -1.2928 -3.2112
C -0.3163 -2.2172 5.6962
H -1.4705 -3.9103 -2.5296
H 5.1066 -5.4945 -2.8909
C 3.5428 3.1668 -6.3733
H -0.3803 5.3010 -3.4999
H 7.6255 -0.4423 -2.3447
H -1.4819 -4.4718 2.4659
H -3.1174 2.2071 -3.6575
Ir -0.3615 -0.0912 0.2450
H 9.9688 -0.3256 -3.0577
C -0.9513 -1.5910 -2.4977
C -3.1114 -2.0011 3.1757
H 0.1632 2.2640 -6.1462
H -3.4579 -1.6100 -1.5407
H 3.1238 -0.6345 -5.8954
H 0.1839 3.2438 2.9186
H -0.2060 -2.1689 6.7674
C 4.9359 -1.6853 -3.3535
H -0.8270 -1.3993 -6.3434
H 1.6044 1.3498 3.6939
C 5.0270 -4.4247 -3.0190
C 9.4923 0.3365 -5.0457
H 5.0181 -4.0144 -0.9143
C -1.7244 -2.0777 3.7389
C -1.1687 -3.1415 0.8249
H 5.0459 -2.0944 -5.4603
H -3.2775 -0.3652 0.9180
C 4.7559 1.3931 -1.9050
H -3.6446 -1.1342 3.5572
Ge 4.9473 0.3095 -3.5894
H -2.4448 3.8409 -3.6834
C 3.2376 0.4319 -6.0268
C 0.7857 1.1698 2.9878
H -0.2197 2.7249 0.3468
C 2.8266 2.4239 -7.3003
H 1.9476 -4.0218 2.7061
H 1.4192 2.7783 1.7397
H 0.8081 3.7479 -1.1492
H 1.5703 -3.2509 -2.2905
H -0.6792 -4.9144 -1.3095
H -3.6707 -2.8791 3.4984
As -0.9003 2.3188 -2.3787
H -1.9243 3.3020 2.3361
C -0.4419 2.5723 -5.2939
C 0.4936 2.4560 2.2223
C -3.4491 -1.1464 -2.5245
H -3.7734 1.7207 2.0126
H -2.3766 0.8856 2.7247
H -0.3507 3.6528 -5.1992
C -2.6780 2.9913 -3.0406
C 0.7786 -2.5034 4.8965
H 5.0880 0.8260 -1.0363
H 1.2255 -1.8858 -5.0624
C 8.4928 0.7007 -5.9280
H -2.4290 -1.8684 5.7366
H -4.2219 -1.6013 -3.1395
C -1.8843 2.5958 1.4981
C 4.9982 -2.5143 -4.4658
H 4.9418 -1.5792 -1.2049
C 2.4171 0.8965 -0.9721
O 2.8704 0.0195 -0.2466

Forces on atoms 1 to 2 (eV/Å):
C 0.276 -0.137 0.021
H -0.003 0.185 0.031

The value obtained for the LUMO energy (alpha / beta) is -10.28 / -10.71 eV. The spin multiplicity is 2. The charge is +3. The calculation puts the HOMO energy (alpha / beta) at -13.3 / -13.3 eV.



Record 4
The following is a DFT calculation (ωB97M-V with the def2-TZVPD basis set) of C3H4NO as an isolated structure.

Positions of all 9 atoms, in Å:
H 0.9304 -0.5795 1.0191
H 0.4166 0.8245 -1.5160
N -1.0931 0.0888 1.3522
C 0.3264 0.2219 0.7020
H 0.7524 1.2932 1.0270
H 0.9289 -0.9160 -1.0222
C 0.2113 -0.0657 -0.9179
O -1.1356 -0.6041 -0.9111
C -1.3372 -0.2631 0.2671

Forces on atoms 1 to 2 (eV/Å):
H 0.462 -0.692 1.244
H -0.733 -0.406 -0.284

The value obtained for the LUMO energy is -6.42 eV. The charge is +1. The calculation puts the HOMO energy at -17.5 eV.



Record 5
The following is a DFT calculation (ωB97M-V with the def2-TZVPD basis set) of a single C4H9NO2 molecule.

Positions of all 16 atoms, in Å:
H 1.1368 0.2334 -1.7209
C -0.6718 0.3799 -0.5546
H 0.3912 -1.3226 -1.3181
H -1.3638 0.3710 -1.4128
H 3.3866 -0.5160 1.0193
O 3.4387 -0.1020 -0.9763
C -2.4325 0.2821 0.9787
H 1.1071 -0.6861 1.0845
H -2.7944 -0.3002 1.8290
H -3.1954 0.2721 0.1852
H -2.2763 1.3249 1.2959
H -0.4755 1.4303 -0.2846
C 0.6177 -0.3194 -0.9340
C 2.8561 -0.3382 0.0648
N 1.5087 -0.4024 0.2031
O -1.2333 -0.3069 0.5409

Forces on atoms 1 to 2 (eV/Å):
H -0.101 -0.076 0.077
C 0.127 0.104 -0.209

The value obtained for the LUMO energy is 0.87 eV. As for the SMILES: COCCNC=O. The calculation puts the HOMO energy at -9.7 eV.



Record 6
The following is a DFT calculation (ωB97M-V with the def2-TZVPD basis set) of a single C3H9BOS molecule.

Positions of all 15 atoms, in Å:
B -0.3214 -0.2981 -0.0434
H 1.0533 -1.8536 0.5563
S 0.4829 1.2831 0.0292
C 2.1842 0.6698 0.0838
H 2.4275 -0.0191 0.7812
H -2.3540 1.9250 -0.8195
O -1.9688 -0.0963 -0.1384
C 0.1513 -1.7526 0.0711
H -3.6287 1.0211 0.1811
H 2.5642 0.3072 -0.8031
H -0.5754 -2.3467 0.5440
C -2.6307 1.1345 0.0201
H 2.9710 1.3581 0.1926
H 0.1474 -2.2444 -0.8569
H -2.3936 1.7520 0.8819

Forces on atoms 1 to 2 (eV/Å):
B -5.430 1.504 0.002
H 2.127 -0.344 0.904

The value obtained for the LUMO energy is 0.55 eV. As for the SMILES: COB(C)SC. The calculation puts the HOMO energy at -9.5 eV.



Record 7
The following is a DFT calculation (ωB97M-V with the def2-TZVPD basis set) of a 4-piece molecular cluster, H8O4 overall.

Positions of all 12 atoms, in Å:
O -14.5179 10.2357 18.0255
O -17.7082 7.7360 17.7296
H -17.3652 8.5930 18.0270
H -16.9937 7.1073 17.9178
H -18.9919 10.3447 15.4621
H -14.3978 10.0872 17.0573
O -17.3829 10.5387 18.0828
H -17.8144 10.6237 17.2192
H -15.4955 10.2462 18.0611
H -17.9158 10.8609 18.7540
O -18.0679 10.5054 15.4056
H -17.6179 9.6801 15.2677

Forces on atoms 1 to 2 (eV/Å):
O -0.562 -0.396 -1.490
O 0.469 -0.265 -0.009

The value obtained for the LUMO energy is 0.40 eV. As for the SMILES: O.O.O.O. The calculation puts the HOMO energy at -10.9 eV.



Record 8
The following is a DFT calculation (ωB97M-V with the def2-TZVPD basis set) of C11H13Cl2KN4S as an isolated structure.

Positions of all 32 atoms, in Å:
H 6.8957 1.6419 -0.9346
C -2.3934 -0.0164 -2.3439
H -3.8244 -1.1905 1.5352
C -4.2696 -1.3632 -1.2184
H -5.8676 -1.1599 0.0854
C 5.5916 0.2224 -0.0051
H -4.8756 0.1777 1.8162
C -4.9480 -0.5159 -0.1705
N -0.8276 -0.7469 -1.1203
H -3.0592 0.5352 -3.0831
H -4.5362 1.4167 -1.0516
N -1.1198 0.1026 -2.1343
C 7.1917 1.5114 1.2051
H -4.1471 -2.4290 -0.9347
C 5.0244 -0.4235 1.1074
S 3.6577 -1.5381 1.1117
H -5.9702 1.4238 0.0189
C -4.1691 -0.2785 1.1375
N -2.8822 -0.9241 -1.4439
C 6.6648 1.1396 -0.0066
K 1.9203 -0.3830 -0.8727
H -4.7430 -1.3899 -2.1717
C 6.7140 0.8996 2.3314
H -6.1002 0.7411 -1.6060
C -5.3860 0.8543 -0.7553
C 5.6941 -0.0031 2.2943
Cl 5.0277 -0.6929 3.8042
H 7.0465 1.2435 3.2909
H 7.9847 2.2181 1.3077
Cl 4.8900 -0.1564 -1.5768
H -3.3314 0.4405 1.0815
N -1.8523 -1.3572 -0.6978

Forces on atoms 1 to 2 (eV/Å):
H 0.297 -0.158 -0.040
C -1.911 -0.055 0.039

The value obtained for the LUMO energy is -0.09 eV. The calculation puts the HOMO energy at -6.6 eV.



Record 9
The following is a DFT calculation (ωB97M-V with the def2-TZVPD basis set) of a 2-piece molecular cluster, CHFO2 overall.

Positions of all 5 atoms, in Å:
O 1.7399 -0.9857 0.6464
F -1.8879 0.1160 -0.4876
H -1.8583 0.9399 -0.8107
O 1.0567 -0.0545 -0.3286
C 0.9497 -0.0158 0.9805

Forces on atoms 1 to 2 (eV/Å):
O 0.504 -0.610 -0.199
F -0.105 -2.416 0.945

The value obtained for the LUMO energy is -0.40 eV. The calculation puts the HOMO energy at -11.7 eV.



Record 10
The following is a DFT calculation (ωB97M-V with the def2-TZVPD basis set) of an isolated ion of composition C7H10BrN2O3 and charge +1.

Positions of all 23 atoms, in Å:
H 2.4602 -0.4376 0.3457
O -1.5487 0.9124 0.4824
O 0.2082 1.8017 -1.3036
H 0.6474 -1.1940 2.3233
C 0.4623 0.0740 0.2263
H -0.4057 2.6402 -3.2094
H -2.8983 2.0923 1.0599
N -0.6125 0.1146 0.9584
C 0.5286 2.4889 -2.5366
C -0.4061 -2.9289 0.3327
C 0.7098 -2.9075 0.8708
H -3.5370 0.3837 0.6375
H -2.4842 0.6519 2.2774
C -2.7167 0.9527 1.2117
O 1.5149 0.0274 -1.7811
N 1.5915 -0.6039 0.7692
Br -2.0394 -2.9467 -0.4956
H 1.1112 3.3901 -2.4515
H 2.3570 -1.9296 2.0227
C 0.7857 0.6836 -1.1070
H 1.5622 -3.5741 0.8824
C 1.3612 -1.5850 1.5929
H 1.3484 1.8939 -3.1086

Forces on atoms 1 to 2 (eV/Å):
H 1.032 -0.069 -0.941
O 1.322 -0.275 -2.003

The value obtained for the LUMO energy (alpha / beta) is -5.75 / -5.75 eV. The charge is +1. The calculation puts the HOMO energy (alpha / beta) at -12.6 / -12.6 eV.



Record 11
The following is a DFT calculation (ωB97M-V with the def2-TZVPD basis set) of a 2-piece molecular cluster, C8H14Cl2O2S overall.

Positions of all 27 atoms, in Å:
O 1.9286 0.9402 0.9626
H -1.7932 0.8119 1.6868
H -0.3316 3.0803 -1.8285
H -1.8551 2.9552 0.2671
C 3.0347 1.2282 0.6700
C -1.7613 0.9040 0.5975
Cl 4.3121 1.4982 1.7189
Cl 3.4127 1.4229 -0.9717
H -1.4860 -0.6775 -1.0523
C -1.0720 2.2101 0.1142
H -0.0294 -0.1187 -0.0875
H -1.3216 1.8514 -2.1867
H -2.1455 -1.7251 1.0821
C -0.4754 -2.7416 0.1178
C -0.6669 2.1948 -1.4058
H -0.7678 -2.6092 -0.9767
S 1.5467 -1.7264 -1.2077
H -2.7538 0.7647 0.2051
C -1.0722 -1.6202 0.8834
H 0.1910 1.4651 -1.4438
H -0.1196 2.3004 0.7662
H 1.5299 -2.8503 1.0262
O 3.0231 -1.5590 -1.0996
C 1.0190 -2.6106 0.0728
H -0.4517 -1.3094 1.7131
H -0.8448 -3.7447 0.3820
C -1.0498 -0.3347 -0.0057

Forces on atoms 1 to 2 (eV/Å):
O -0.353 -0.241 0.986
H 0.056 0.247 -0.083

The value obtained for the LUMO energy is -0.16 eV. The calculation puts the HOMO energy at -9.1 eV.



Here are the calculated relative energy (zero: lowest compared OMol25 entry of this formula, charge and spin) numbers, same order: 85.4 450.4 90.4 89.3 29.9 37.2 15.9 7.1 145.4 66.0 0.0 (kcal/mol).
Here are the calculated calculated total energy numbers, same order: -567.96465 -1272.39059 -6826.25091 -246.24985 -363.03795 -617.96574 -305.75385 -2564.48188 -288.85635 -3181.48309 -1782.18012 (Eh).
Here are the calculated max |F| numbers, same order: 1.318 17.937 3.395 4.316 0.356 5.634 2.736 2.446 2.609 4.513 3.334 (eV Å⁻¹).